A.
{
  "formula": "C2H9N2O",
  "method": "wB97M-V/def2-TZVPD",
  "orbital_gap_ev": 6.286,
  "homo_ev": -13.85,
  "total_charge": 1,
  "species": ["C", "C", "N", "N", "H", "H", "H", "H", "H", "H", "H", "H", "H", "O"],
  "positions_angstrom": [[-2.0473, -0.2656, 0.4583], [-0.6382, 0.1636, 0.7006], [-0.1590, 1.3485, -0.0137], [-2.2363, -1.1107, -0.6289], [-2.8413, 0.4567, 0.6294], [-0.0293, -0.6525, 0.2909], [-0.0820, 1.1763, -1.0154], [-0.9024, 2.0396, 0.1175], [-0.3162, 0.1931, 1.7639], [-2.5298, -2.0357, -0.2679], [-3.0814, -0.7724, -1.1024], [4.8472, 0.2739, 0.2578], [3.7608, -0.8478, -0.0361], [4.2604, -0.1262, -0.3874]]
}

---

B.
{
  "formula": "C2H9N2O",
  "method": "wB97M-V/def2-TZVPD",
  "orbital_gap_ev": 9.354,
  "homo_ev": -12.69,
  "total_charge": 1,
  "species": ["C", "C", "N", "N", "H", "H", "H", "H", "H", "H", "H", "H", "H", "O"],
  "positions_angstrom": [[0.1705, -0.8462, 0.5025], [-0.7627, -0.5549, -0.4143], [-1.3224, -1.5260, -1.1735], [0.7085, 0.1969, 1.4146], [0.5024, -1.8327, 0.7809], [-1.0638, 0.4293, -0.7290], [-2.0476, -1.3259, -1.8349], [-1.1328, -2.4859, -0.9430], [0.5140, 1.1608, 1.1408], [1.7243, 0.0886, 1.4660], [0.3886, 0.0055, 2.3666], [0.5468, 2.8894, -0.4975], [1.2568, 1.8487, -1.3448], [0.5174, 1.9525, -0.7345]]
}

---

C.
{
  "formula": "C2H9N2O",
  "method": "wB97M-V/def2-TZVPD",
  "orbital_gap_ev": 10.792,
  "homo_ev": -14.14,
  "total_charge": 1,
  "species": ["C", "N", "H", "H", "H", "H", "H", "H", "C", "N", "O", "H", "H", "H"],
  "positions_angstrom": [[-1.8495, 0.2210, -1.5466], [-0.5749, -0.5797, -1.5490], [-2.5050, -0.0233, -2.3775], [-2.3468, 0.1360, -0.5876], [-1.5415, 1.2427, -1.7288], [0.1656, -0.0817, -1.0394], [-0.2996, -0.9752, -2.4464], [-0.7464, -1.4460, -1.0351], [1.4783, -0.3527, 1.9278], [1.9596, 0.8773, 2.2454], [0.9869, -0.6454, 0.8460], [1.5948, -1.1580, 2.6726], [1.7758, 1.2663, 3.1520], [1.9026, 1.5188, 1.4666]]
}

---

Stability ranking, top and bottom: C is the most stable and A is the least stable.